Entry 1:
This record from the OMol25 dataset describes C16H25CdN5O6 as an isolated structure at a distorted geometry. The level of theory is the ωB97M-V functional and the def2-TZVPD basis.

Properties
Net charge   0
Relative energy (zero: lowest compared OMol25 entry of this formula, charge and spin)   0.4666 eV
Lowest unoccupied orbital energy (spin up / spin down)   -0.7 / -0.7 eV
Maximum force   3.754 eV Å⁻¹
Orbital gap (spin up / spin down)   0.1922 / 0.1932 hartree
E   -41289.542 eV

Geometry as XYZ:
```
53
Properties=species:S:1:pos:R:3:forces:R:3
O -0.925995 -0.594840 -4.804515 -0.213 1.952 1.620
H -0.218739 -0.254003 -5.372397 -0.097 0.062 0.216
Cd -0.032462 -0.043259 -1.663156 1.542 1.049 1.768
N -0.327157 1.867772 -0.260286 2.934 1.884 -1.392
N 1.486902 1.602239 -2.164027 -0.370 1.519 2.098
N -1.562864 -0.938761 -0.099045 -1.241 -2.738 0.600
N -0.731201 -2.136326 -2.289423 -1.537 -1.603 1.648
O -1.230389 2.042972 0.655159 -1.796 -0.768 1.854
O -1.996642 -0.349412 1.038794 0.286 -0.350 -0.606
O -0.589286 -2.751739 -3.503922 0.187 0.513 -0.535
O 2.202848 1.520196 -3.202431 0.671 -0.162 -1.187
C 1.642766 2.650997 -1.308569 0.279 -2.351 -1.987
C 0.729633 2.713482 -0.216315 -2.617 -2.140 0.395
C -1.833558 -2.238205 -0.187726 0.576 2.712 1.051
C -1.372358 -2.886166 -1.397958 1.558 1.139 -2.742
C 0.894101 3.606724 0.964303 -0.048 0.448 0.025
H 1.038505 3.013237 1.881708 -0.191 0.119 -0.252
H -0.002406 4.226801 1.100413 0.201 -0.193 0.092
H 1.761572 4.260469 0.843629 -0.171 -0.119 0.096
C 2.747543 3.608447 -1.553200 0.179 0.280 -0.092
H 2.728900 3.949622 -2.596557 0.076 -0.127 0.185
H 3.720271 3.124934 -1.379470 -0.132 0.133 -0.146
H 2.665690 4.476984 -0.896125 0.087 -0.088 -0.164
C -2.557471 -2.996619 0.876808 -0.127 -0.094 0.135
C -1.667432 -4.304444 -1.739507 -0.298 -0.460 0.266
H -2.998783 -2.307677 1.603665 0.149 -0.193 -0.235
H -1.866022 -3.671462 1.403774 -0.153 0.168 -0.107
H -3.348109 -3.617137 0.436145 0.151 0.134 0.112
H -0.815703 -4.758807 -2.260083 -0.279 0.188 0.109
H -2.543646 -4.368109 -2.405134 0.299 0.046 0.124
H -1.890179 -4.883340 -0.835974 0.051 0.130 -0.228
H -1.738077 0.643687 0.889969 0.165 0.874 0.181
H -0.656597 -1.958683 -4.151991 0.306 -0.905 0.673
C -1.208990 0.477045 -3.718916 -1.071 -0.464 -3.380
H -0.319654 1.097461 -3.529712 -0.122 -0.384 -0.060
H -1.745184 -0.042990 -2.911676 0.162 0.171 -0.426
H -1.963299 1.151711 -4.151599 0.272 -0.161 0.132
O -4.027516 2.658610 -0.341831 0.377 -0.707 -0.099
H -4.351943 1.805071 -0.677403 0.171 0.511 0.253
H -3.114164 2.462947 -0.027190 -0.309 0.184 -0.092
N 1.510229 -0.664265 0.059080 0.494 -0.234 2.848
C 1.678648 -0.639890 1.216978 -0.384 -0.070 -2.830
C 1.871161 -0.617391 2.629962 0.144 0.037 1.050
C 0.910716 -0.008173 3.453892 -0.099 0.037 0.043
C 1.089455 0.011221 4.840260 0.182 -0.139 -0.255
C 2.223323 -0.579284 5.409447 -0.038 0.005 -0.312
C 3.182763 -1.187706 4.590031 -0.212 0.095 -0.193
C 3.009316 -1.207908 3.203422 0.024 -0.001 0.112
H 0.025605 0.440263 2.997264 0.255 -0.077 0.124
H 0.338499 0.487041 5.472476 0.233 -0.145 -0.207
H 2.358621 -0.565016 6.492821 -0.027 -0.007 -0.351
H 4.068748 -1.648631 5.030047 -0.284 0.150 -0.152
H 3.750020 -1.679716 2.556104 -0.193 0.140 0.218
```
Forces are in eV/Å.

natural (NBO) atomic charge list, values in e, 2 entries: O -0.752; H 0.504

Entry 2:
This record from the OMol25 dataset describes C22H25ClNO5Os as an isolated structure at a distorted geometry. The level of theory is the ωB97M-V functional and the def2-TZVPD basis.

Properties
Net charge   +1
Relative energy (zero: lowest compared OMol25 entry of this formula, charge and spin)   0.0000 eV
Lowest unoccupied orbital energy (spin up / spin down)   -4.1 / -6.5 eV
Maximum force   6.382 eV Å⁻¹
Orbital gap (spin up / spin down)   0.1268 / 0.1958 hartree
2S+1   5
E   -49915.638 eV
⟨S²⟩   6.0795

Geometry as XYZ:
```
55
Properties=species:S:1:pos:R:3:forces:R:3
C 2.374348 -0.200957 1.539943 0.886 0.155 1.038
C 2.524227 -0.801457 0.257311 0.870 -0.352 -0.436
C 2.124120 0.150620 -0.729891 0.890 0.528 -1.562
H 2.886200 -1.802013 0.056181 -0.179 0.081 0.060
C 1.769712 1.351615 -0.062606 1.271 1.159 -0.336
C 1.899872 1.137328 1.334915 1.503 1.222 0.170
H 1.414595 2.257959 -0.551663 -0.134 -0.368 0.131
C -1.192882 -1.711310 1.513483 -0.319 -0.907 -0.710
C -0.031494 -2.264990 0.854611 -0.020 -0.467 0.226
C -0.198748 -2.013379 -0.558953 -0.640 -0.369 -0.601
H 0.738763 -2.869332 1.321007 -0.328 -0.105 -0.070
C -1.540742 -1.474382 -0.771779 1.276 -0.481 -0.758
C -2.103619 -1.286837 0.501872 0.220 0.237 1.108
H 2.108367 0.008892 -1.809392 0.007 0.056 0.309
H 1.731718 1.877841 2.108340 -0.285 -0.290 -0.021
H 2.630946 -0.651683 2.492053 -0.262 0.101 -0.120
H -3.107992 -0.916056 0.690834 0.321 0.077 0.043
H 0.465840 -2.356594 -1.350959 -0.349 -0.074 0.278
H -1.381292 -1.755738 2.579038 0.096 0.118 -0.268
Os 0.545114 -0.264106 0.556151 -6.286 -0.316 1.058
C -2.290451 -1.391701 -2.112545 0.193 0.769 -0.404
C -3.643270 -2.125624 -1.976776 -0.111 -0.130 0.336
C -1.525855 -2.051019 -3.268310 0.158 -0.070 0.245
H -3.512627 -3.174638 -1.690435 0.083 0.156 0.008
H -4.173802 -2.118737 -2.936515 0.211 0.082 0.161
H -4.297020 -1.650477 -1.238039 0.092 -0.058 -0.089
H -1.368483 -3.116454 -3.057417 0.046 0.199 -0.092
H -0.557390 -1.571998 -3.448975 -0.094 -0.043 -0.034
H -2.127277 -1.979356 -4.183922 0.191 0.019 0.216
C -2.669979 0.082182 -2.507193 -0.486 0.165 -0.113
C -1.595477 1.107939 -2.833717 0.697 0.697 1.031
H -3.229885 0.506607 -1.655318 0.138 -0.020 -0.429
H -3.350959 0.021370 -3.374786 0.131 -0.130 0.386
O -0.981023 1.676711 -1.917483 -0.155 -1.308 0.008
N -1.318250 1.471898 -4.120173 -0.368 0.528 0.212
C -0.330863 2.569058 -4.253156 -0.261 -0.061 0.101
H -2.059946 1.441677 -4.808389 0.161 -0.320 0.132
C 1.057610 2.004254 -4.394176 0.639 -0.129 -0.117
C 2.189660 2.616539 -3.829510 -4.927 1.538 0.548
H 2.065678 3.519403 -3.224559 0.004 -0.288 -0.240
C 3.463876 2.081768 -4.055691 4.395 -2.082 -0.909
H 4.347108 2.572687 -3.638233 -0.324 -0.177 -0.232
C 3.616979 0.928188 -4.835961 -0.320 -0.082 0.011
H 4.612422 0.524159 -5.034761 -0.354 0.158 0.102
C 2.486988 0.294620 -5.363589 4.549 -1.634 -0.586
H 2.578795 -0.610167 -5.965782 0.152 0.311 0.171
C 1.215690 0.831730 -5.136096 -4.115 1.968 0.912
H 0.318744 0.351415 -5.536414 0.430 0.141 0.081
H -0.387531 3.148401 -3.329817 0.005 0.196 -0.286
H -0.600770 3.208187 -5.107607 0.076 -0.340 0.222
O 0.645128 1.550959 4.140191 -0.870 -1.048 -0.377
Cl -0.310928 0.492115 3.873110 0.364 0.194 0.254
O 0.327917 -0.819456 3.921337 -0.427 1.047 -0.148
O -1.450351 0.552314 4.742474 0.828 0.001 -1.024
O -0.821009 0.685628 2.414541 0.732 -0.255 0.406
```
Forces are in eV/Å.

Mulliken atomic charge list, values in e, 2 entries: C -0.141; C -1.300

Which formula does entry 2 have? C22H25ClNO5Os